Record 1
Formula: C6H14N2O
Source: the OMol25 dataset
Level of theory: wB97M-V/def2-TZVPD

Computed properties:
ΔE to the lowest compared entry with this formula, charge and spin = 24.87 kcal per mole
HOMO-LUMO gap = 9.88 eV
HOMO = -9.12 eV

```
23
Properties=species:S:1:pos:R:3:mulliken_charge:R:1
H -0.96 -2.71 0.00 0.2826
H -0.29 -2.08 -1.50 0.3339
C 1.39 1.02 0.98 -2.2759
C 0.24 0.42 0.17 1.7937
H 2.13 -1.24 1.09 0.4148
C 0.44 0.80 -1.31 -1.7826
C -1.06 1.07 0.76 -1.1911
C 1.41 -1.72 0.41 -0.0425
H 1.31 2.10 0.98 0.5034
C -0.72 -1.80 -0.54 -1.0602
H -1.20 0.68 1.77 0.4717
N -2.32 0.97 0.08 -0.5948
N 0.24 -1.05 0.26 0.1242
H -2.25 1.21 -0.90 0.2635
O 1.66 -2.78 -0.11 -0.5754
H -0.85 2.14 0.84 0.3749
H -0.39 0.47 -1.92 0.4654
H 2.36 0.77 0.55 0.5182
H 0.53 1.88 -1.41 0.4246
H -2.75 0.06 0.17 0.3135
H 1.34 0.33 -1.68 0.3886
H -1.63 -1.22 -0.70 0.3890
H 1.36 0.68 2.01 0.4607
```

=====

Record 2
Formula: C21H23N3O3
Source: the OMol25 dataset
Level of theory: wB97M-V/def2-TZVPD

Computed properties:
ΔE to the lowest compared entry with this formula, charge and spin = 60.60 kcal per mole
HOMO-LUMO gap = 8.75 eV
HOMO = -8.04 eV

```
50
Properties=species:S:1:pos:R:3:mulliken_charge:R:1
H -5.07 0.65 -0.53 0.5345
H 0.59 -0.96 2.87 0.3282
H -0.62 -2.62 4.29 0.4251
N -3.49 1.41 0.59 -1.1598
C 0.33 -1.88 0.29 0.3264
C 0.26 1.18 -3.94 -0.8491
H 0.11 1.04 -5.00 0.4451
H -3.01 -0.76 -2.96 0.2020
H -2.17 -2.02 3.69 0.3599
O 2.52 -2.94 0.19 -0.4054
H -1.50 -2.50 1.26 0.4338
H -0.03 -3.23 1.93 0.4977
C 0.60 1.52 -1.21 0.5302
C -0.48 1.14 2.00 0.5977
C 3.80 -2.69 0.50 -0.4745
C 1.52 1.39 -3.41 -0.5975
H 4.83 -0.97 1.37 0.4526
H -0.01 -0.90 -0.04 -0.5590
C -0.85 1.12 -3.10 -0.6470
H 0.76 1.64 -0.15 0.1743
C 1.71 1.54 -2.04 0.1509
O 0.67 1.37 2.31 -0.6742
C -4.04 0.91 -0.51 -0.8249
C -0.68 1.33 -1.72 1.3255
C -1.90 1.29 -0.95 0.5853
C -3.11 0.34 -2.93 -0.5309
N -2.21 1.65 0.32 0.9318
H 4.52 -3.46 0.30 0.5120
H -0.74 3.00 0.95 0.4734
C -1.37 2.20 1.35 -1.0269
H 0.13 -2.60 -0.51 0.5523
C 2.62 -0.89 1.05 0.1922
O -2.06 0.92 -3.69 -0.5369
C 3.09 1.71 -1.47 -1.6800
H -2.04 2.62 2.11 0.3177
H 2.34 0.08 1.40 0.8150
H -4.04 0.62 -3.43 0.3623
N -1.10 -0.04 2.17 0.0401
C -0.46 -2.31 1.54 -1.2151
C -0.44 -1.24 2.64 0.3020
C 3.93 -1.44 1.03 -1.1148
H 3.74 2.23 -2.17 0.5072
H 3.52 0.73 -1.26 0.2215
H -1.13 -0.97 4.67 0.4159
H 3.05 2.26 -0.54 0.3684
H -2.07 -0.12 1.91 0.3293
C -3.08 0.82 -1.52 0.0989
C 1.80 -1.85 0.52 -0.1856
H 2.37 1.41 -4.08 0.4485
C -1.14 -1.75 3.91 -1.7759
```

=====

Record 3
Formula: C11H21N5O3
Source: the OMol25 dataset
Level of theory: wB97M-V/def2-TZVPD

Computed properties:
ΔE to the lowest compared entry with this formula, charge and spin = 34.16 kcal per mole
HOMO-LUMO gap = 8.91 eV
HOMO = -8.53 eV

```
40
Properties=species:S:1:pos:R:3:mulliken_charge:R:1
C -2.32 -0.64 0.15 0.2694
N 4.09 0.11 0.25 -0.1113
H -2.87 1.84 -0.06 0.2293
H -0.95 -0.11 -1.33 0.3368
H -0.08 -1.94 0.70 0.3684
C 0.12 -0.94 0.27 0.0185
H -3.28 1.76 -1.94 0.3540
H -4.94 2.59 0.31 0.2984
C 3.89 -1.22 -0.32 -1.0541
H 1.64 0.02 -0.95 0.4707
H -4.99 0.64 1.43 0.2362
H -5.75 1.90 -1.20 0.2718
H -4.74 -1.56 0.19 0.3057
C -4.97 1.71 -0.42 -0.5729
O -2.47 -0.87 1.35 -0.8024
N 6.11 0.55 -0.90 -0.7706
C -5.32 0.46 0.40 -0.5390
H 5.75 2.76 0.32 0.2567
C 5.22 0.88 -0.07 0.3455
N -1.05 -0.47 -0.39 -0.1438
H 5.95 -0.44 -1.16 0.2951
H 4.71 -1.84 0.03 0.4674
C 1.32 -1.00 -0.68 -1.2393
C 0.50 0.00 1.40 0.3955
H 2.44 -2.17 0.94 0.4114
H 4.61 2.16 1.41 0.2023
C 2.51 -1.82 -0.10 -1.1123
C -3.43 -0.18 -0.79 -0.0851
H -3.16 -0.69 -1.71 0.4313
H 3.28 0.66 0.44 0.3660
N 4.98 2.11 0.50 -0.4369
H 4.07 -1.14 -1.36 0.5054
H -6.39 0.24 0.44 0.3652
H -1.05 -0.65 2.29 0.4672
H 2.52 -2.79 -0.55 0.4936
N -4.69 -0.61 -0.26 -0.4018
C -3.50 1.40 -0.91 -0.5108
O -0.24 -0.14 2.51 -0.5144
H 1.07 -1.38 -1.62 0.7324
O 1.42 0.79 1.41 -0.5998
```

=====

Record 4
Formula: C5H15N3
Source: the OMol25 dataset
Level of theory: wB97M-V/def2-TZVPD

Computed properties:
Total charge = +2
ΔE to the lowest compared entry with this formula, charge and spin = 129.31 kcal per mole
HOMO-LUMO gap = 10.78 eV
HOMO = -19.40 eV

```
23
Properties=species:S:1:pos:R:3:mulliken_charge:R:1
N 2.49 0.85 0.05 -0.3030
H -0.28 -1.52 -0.14 0.3690
H -1.20 -0.76 -2.15 0.3443
H 0.21 2.48 1.05 0.4535
H -1.18 0.57 1.74 0.2899
H 0.50 2.46 -0.89 0.5005
N -0.78 -0.64 -0.07 0.1142
C -1.48 -0.45 1.23 -0.7444
H 2.33 1.81 -0.19 0.1654
C -0.05 2.31 0.08 -0.8332
H -1.19 -1.26 1.88 0.3622
H 1.66 -1.91 -1.05 0.4065
H 1.22 -1.80 0.75 0.3436
H -1.16 2.41 0.00 0.3766
H -2.36 0.27 -1.06 0.3818
H 3.06 -1.58 0.00 0.4391
H 3.47 0.50 0.11 0.2688
C 1.53 -0.04 -0.10 0.8511
H -2.53 -0.45 1.06 0.3837
N 0.27 0.34 -0.20 -0.4950
H -2.51 -1.43 -1.02 0.4272
C -1.79 -0.67 -1.15 -0.8794
C 1.89 -1.54 -0.07 -1.2225
```

=====

Record 5
Formula: C24H27AlBF4I2N2O7PS3
Source: the OMol25 dataset
Level of theory: wB97M-V/def2-TZVPD

Computed properties:
Total charge = -2
ΔE to the lowest compared entry with this formula, charge and spin = 11.63 kcal per mole
HOMO-LUMO gap = 6.11 eV
HOMO = -2.80 eV

```
72
Properties=species:S:1:pos:R:3:mulliken_charge:R:1
O 11.56 -14.67 -1.98 -0.7150
H 12.96 -9.79 -2.76 -0.1859
H 9.87 -15.31 -3.88 0.1937
C 8.91 -9.03 -4.35 -0.5109
H 13.37 -12.14 -0.36 0.4141
S 7.97 -13.16 -5.02 1.3551
F 12.09 -13.49 -6.15 -0.1348
Al 11.21 -12.28 -4.90 0.1143
H 13.28 -12.46 -1.92 -0.0761
B 11.54 -14.71 -6.91 0.3640
O 15.37 -10.62 -2.71 -0.4420
H 12.66 -9.37 -1.01 0.3193
C 14.50 -10.60 -1.59 0.5307
C 7.74 -18.66 -7.66 -1.5183
H 18.13 -8.83 -4.77 0.3456
H 16.86 -10.90 -7.56 0.2895
O 11.75 -12.94 -3.31 -0.0689
C 10.16 -9.93 -6.19 0.4472
C 9.78 -14.31 -3.39 -0.2926
H 6.73 -18.96 -7.95 0.3297
S 13.62 -11.10 -5.25 -0.6300
C 13.43 -9.58 -1.83 -0.8166
C 9.83 -9.96 -4.79 0.4833
C 11.18 -11.14 -7.85 -0.2164
N 9.46 -13.30 -4.55 0.5546
H 7.65 -7.43 -4.76 0.3475
H 8.09 -19.36 -6.93 0.3563
H 18.06 -9.60 -7.08 0.3097
O 16.48 -10.80 -4.88 -0.3434
C 17.09 -8.51 -4.96 -1.5681
C 8.42 -8.03 -5.22 -0.4723
C 9.66 -8.93 -7.07 0.2156
H 17.19 -7.63 -5.62 0.3860
C 9.99 -9.16 -8.42 -0.4523
H 11.75 -11.97 -8.15 0.7815
C 14.01 -12.07 -1.26 -0.7936
C 7.57 -17.14 -5.62 -0.6778
C 7.61 -15.88 -5.06 -0.7121
H 16.32 -9.19 -7.69 0.3059
F 12.62 -15.23 -7.59 -0.3105
O 7.82 -12.07 -5.96 -0.7276
S 15.71 -13.41 -3.86 -0.5011
F 10.64 -14.15 -7.87 -0.3994
H 7.59 -17.99 -4.97 0.3398
C 8.75 -8.05 -6.53 0.0704
C 7.58 -17.27 -7.01 0.9489
H 15.37 -9.31 -5.83 0.0338
H 7.66 -15.82 -3.97 0.4711
H 15.11 -10.24 -0.76 0.1389
P 15.24 -11.55 -4.10 0.6793
H 14.83 -12.73 -1.14 0.4267
H 16.53 -8.27 -4.07 0.2926
C 7.63 -16.12 -7.80 -0.3902
H 7.72 -16.23 -8.88 0.3114
N 10.86 -11.04 -6.58 0.1351
C 16.98 -9.89 -7.09 -1.2919
F 10.87 -15.55 -6.04 -0.3225
C 7.63 -14.71 -5.87 -0.1745
C 10.75 -10.19 -8.81 -1.3128
C 16.43 -9.64 -5.69 1.1138
H 7.92 -13.94 -7.87 0.1370
H 9.54 -8.54 -9.19 0.2204
I 8.01 -9.40 -2.43 -0.0624
I 8.14 -6.41 -7.59 -0.0302
H 8.51 -18.73 -8.48 0.3290
H 9.09 -14.49 -2.55 0.4116
O 10.33 -10.85 -4.08 -0.3160
C 7.59 -14.84 -7.26 -0.1948
C 11.09 -13.96 -2.81 0.0764
O 7.07 -13.23 -3.85 -0.8048
H 11.04 -10.30 -9.85 0.4182
H 13.80 -8.59 -1.94 0.4682
```

=====

Record 6
Formula: C33H68N10O11
Source: the OMol25 dataset
Level of theory: wB97M-V/def2-TZVPD

Computed properties:
ΔE to the lowest compared entry with this formula, charge and spin = 403.73 kcal per mole
HOMO-LUMO gap = 7.40 eV
HOMO = -8.98 eV

```
122
Properties=species:S:1:pos:R:3:mulliken_charge:R:1
H -43.93 19.72 47.27 -0.0203
C -48.98 26.44 49.41 -1.0109
C -46.98 25.00 49.48 -0.0180
H -44.04 18.32 52.47 0.6405
H -41.45 25.60 51.25 0.2960
H -47.35 25.84 52.07 0.3043
H -45.43 21.66 53.25 0.2355
H -41.92 24.55 44.96 0.3267
H -39.56 21.19 45.51 0.6727
H -43.68 15.56 47.40 0.3304
N -47.85 25.90 50.07 0.1347
O -42.66 19.74 43.40 -0.5653
N -43.87 24.78 45.50 0.2912
H -43.84 22.54 49.98 0.6339
H -42.84 19.45 48.84 0.2804
C -37.98 21.22 43.92 -0.5321
C -45.64 17.31 55.23 -0.9398
C -46.34 21.78 53.95 -0.9220
O -45.12 23.78 56.75 -0.6184
C -37.74 20.85 42.63 -0.5646
H -41.36 23.72 49.04 0.1505
C -42.63 23.95 45.52 -0.5260
O -43.06 17.29 45.89 -0.6589
C -47.03 21.07 46.72 -1.0030
H -37.79 24.36 46.58 0.3601
H -42.69 18.54 54.19 0.4165
H -45.35 14.50 47.02 0.2516
H -45.75 18.71 52.77 0.1555
H -43.85 26.00 53.67 0.5420
H -48.42 19.99 43.66 0.2298
H -46.06 21.23 46.95 0.2486
H -44.74 21.90 55.96 0.1982
N -46.34 22.90 55.01 0.1920
H -48.72 27.46 49.16 0.3737
H -42.66 26.71 51.21 0.4748
O -43.00 18.06 56.02 -0.5544
N -44.50 17.77 54.33 0.1310
H -45.27 15.94 48.44 0.1860
N -39.19 24.44 48.30 0.1227
H -44.52 26.45 52.32 0.1791
H -45.25 26.02 46.38 0.0667
H -45.42 16.40 55.75 0.3663
N -47.18 20.77 45.28 0.5047
H -44.75 24.76 53.13 0.0464
O -45.98 21.16 51.01 -0.6815
O -49.37 20.04 45.46 -0.6108
C -42.71 23.67 52.39 0.0001
C -48.33 20.33 44.81 0.0347
C -44.12 25.57 52.84 -0.6716
H -47.89 23.84 53.92 0.3148
C -40.13 23.47 48.95 -1.1674
C -45.98 21.10 44.47 -0.2638
O -47.20 24.71 48.29 -0.7250
C -44.25 17.55 45.89 0.1147
H -46.53 20.82 54.42 0.2763
N -43.03 24.84 52.17 0.2504
C -40.03 19.74 42.48 -0.4347
O -42.21 20.57 45.36 -0.4085
H -43.36 23.07 53.08 0.3481
H -47.59 20.17 47.36 0.1833
H -40.64 19.21 41.82 0.4502
H -44.37 18.74 48.67 0.8796
O -37.93 26.18 48.59 -0.6340
C -44.78 15.58 47.31 -0.8017
C -45.46 20.35 50.28 -0.3197
H -46.31 24.72 50.16 0.5903
C -44.56 24.97 44.21 -0.9309
H -45.59 22.08 44.80 -0.0976
C -38.64 19.96 41.82 -0.4297
C -38.83 25.50 49.03 0.2617
H -42.80 22.86 44.78 0.1012
N -41.84 20.15 44.19 1.0279
H -42.72 25.38 50.02 0.2450
H -46.95 22.11 53.17 0.4293
C -40.47 20.32 43.78 0.0605
H -47.64 21.93 47.11 0.3632
N -45.16 16.77 46.53 0.1898
H -39.46 23.31 46.53 -0.3328
C -44.84 18.08 53.03 -1.3394
H -44.86 22.68 49.04 0.8179
H -49.71 26.43 50.22 0.4154
C -44.09 22.04 49.08 -1.2562
H -47.10 16.73 45.53 0.4526
H -46.74 24.83 54.77 0.3549
H -43.15 21.97 48.26 -0.1773
H -36.83 20.75 42.22 0.4027
C -43.95 19.59 48.48 -1.3353
H -46.18 21.29 43.24 0.2669
C -42.50 25.63 51.02 -0.9907
N -44.49 20.65 49.41 0.2674
H -45.60 19.37 50.27 0.8359
H -46.80 18.07 46.55 0.1377
H -45.29 24.07 43.84 0.1106
H -45.23 25.77 44.36 0.4294
H -45.39 20.25 44.54 0.2065
H -49.42 25.80 48.49 0.2272
H -37.35 21.69 44.56 0.5255
H -39.61 24.90 46.32 0.2726
C -45.47 22.87 56.00 0.1997
H -47.24 16.72 46.98 0.7820
O -43.82 25.08 47.70 -0.6121
H -45.75 18.09 55.93 0.3702
C -44.32 25.33 46.54 0.2588
H -48.10 27.45 51.62 0.3657
H -46.48 27.23 51.34 0.1644
C -39.33 20.87 44.58 -0.5319
H -42.36 23.42 46.34 0.0321
H -38.35 19.63 40.80 0.3702
O -41.68 23.12 51.75 -0.6639
H -39.47 25.47 49.92 0.1520
H -46.72 17.07 54.77 0.2594
C -43.26 18.03 54.85 0.0074
H -43.99 25.36 43.48 0.4470
H -39.74 23.10 49.83 0.7138
C -38.86 24.29 46.89 -0.1890
C -46.58 17.09 46.41 -1.3494
C -47.43 26.55 51.33 -0.7921
H -44.91 17.08 52.56 0.4991
H -40.31 22.48 48.51 0.2939
H -44.47 18.51 45.36 0.2345
C -47.34 23.94 54.81 -1.0193
H -48.06 23.98 55.63 0.3628
```

=====

Record 7
Formula: C6H15PS2
Source: the OMol25 dataset
Level of theory: wB97M-V/def2-TZVPD

Computed properties:
ΔE to the lowest compared entry with this formula, charge and spin = 46.12 kcal per mole
HOMO-LUMO gap = 9.01 eV
HOMO = -8.42 eV

```
24
Properties=species:S:1:pos:R:3:mulliken_charge:R:1
H -2.09 1.90 -0.10 0.3828
H 3.44 -2.78 -1.42 0.2894
H -0.44 -1.90 -1.20 0.1423
H -1.38 1.46 2.46 0.2472
H 1.66 -1.68 1.60 0.1746
C -2.55 -0.32 2.51 -1.3365
P -0.30 -0.09 0.75 0.2096
H 1.83 -2.61 -2.49 0.2414
H -3.57 1.01 0.35 0.3281
H 3.32 -1.94 -2.83 0.3662
H 1.71 -1.17 -0.25 -0.6087
S -1.38 -0.90 -0.95 -0.2222
C -2.68 1.52 0.78 -1.4448
C 2.70 -2.21 -2.01 -1.0453
H 2.96 0.45 -2.55 0.2938
H -3.15 -0.82 1.79 0.3505
C 2.29 -1.04 -1.19 0.9041
C 2.40 0.17 -1.68 -0.7052
S 0.27 -1.76 1.93 -0.3133
H -3.09 2.42 1.12 0.4128
H -2.03 -1.04 3.14 0.3548
H 1.79 0.90 -1.16 0.2185
H -3.42 0.17 3.26 0.2807
C -1.80 0.69 1.74 0.4794
```

=====

Record 8
Formula: CH5ClNOP
Source: the OMol25 dataset
Level of theory: wB97M-V/def2-TZVPD

Computed properties:
ΔE to the lowest compared entry with this formula, charge and spin = 94.01 kcal per mole
HOMO-LUMO gap = 8.96 eV
HOMO = -9.90 eV

```
10
Properties=species:S:1:pos:R:3:mulliken_charge:R:1
H 0.82 -1.55 0.28 0.1230
N -2.93 0.53 1.05 -0.3347
H 0.56 1.12 0.65 0.2981
C 1.45 -0.72 0.62 -0.3349
P -3.78 1.09 0.00 0.3532
O 0.78 0.38 0.06 -0.4898
H -2.30 -0.89 0.27 0.2489
H 1.42 -0.70 1.76 0.2428
H 2.52 -0.86 0.13 0.1759
Cl -1.83 -1.98 -0.21 -0.2825
```

=====

Record 9
Formula: C6H13IN4
Source: the OMol25 dataset
Level of theory: wB97M-V/def2-TZVPD

Computed properties:
Total charge = +2
Spin multiplicity = 3
HOMO-LUMO gap (spin up / spin down) = 5.67 / 6.09 eV
⟨S²⟩ = 2.015
HOMO (spin up / spin down) = -14.03 / -17.56 eV

```
24
Properties=species:S:1:pos:R:3:mulliken_charge:R:1
N 1.92 3.06 -0.69 -0.2842
N 0.32 1.43 -0.49 -0.2609
H 2.20 3.97 -1.03 0.2763
H -0.61 2.87 -2.55 0.3137
I -1.99 -2.68 -0.48 0.8200
H -1.17 3.56 -1.04 0.3250
C -0.40 -1.95 2.37 -1.0276
H 2.07 -2.89 1.22 0.3563
N 0.44 -0.77 0.43 -0.0123
C -0.28 3.41 -1.66 -1.1813
H 1.40 -3.03 -0.40 0.3960
H 0.11 4.38 -1.96 0.4174
C 0.21 -1.95 1.02 -0.0153
H 0.76 -4.02 0.93 0.4257
H -3.33 -0.52 -0.55 0.3608
C 1.14 -3.04 0.65 -1.1717
H 2.61 2.54 -0.17 0.2337
H -0.79 -2.93 2.62 0.3918
H 0.39 -1.73 3.10 0.3690
N -2.43 -0.77 -0.95 -0.5856
H -1.17 -1.19 2.49 0.3615
C 0.40 0.34 0.04 0.4248
H -2.51 -0.69 -1.96 0.3563
C 0.71 2.61 -0.92 0.7107
```

=====

Record 10
Formula: C2H4N2
Source: the OMol25 dataset
Level of theory: wB97M-V/def2-TZVPD

Computed properties:
ΔE to the lowest compared entry with this formula, charge and spin = 158.70 kcal per mole
HOMO-LUMO gap (spin up / spin down) = 8.18 / 9.00 eV
HOMO (spin up / spin down) = -7.82 / -9.28 eV

```
8
Properties=species:S:1:pos:R:3:mulliken_charge:R:1
N -0.25 0.53 -0.12 -0.3170
C 1.55 -0.20 1.44 -0.3544
H 0.07 -0.80 -1.64 0.2420
C 0.60 -0.04 0.67 0.0589
H -2.68 0.66 0.76 0.0072
H 2.40 -0.30 2.02 0.4129
H -1.29 0.11 -1.82 0.2402
N -0.40 0.05 -1.32 -0.2898
```

=====

Record 11
Formula: C4H12O
Source: the OMol25 dataset
Level of theory: wB97M-V/def2-TZVPD

Computed properties:
ΔE to the lowest compared entry with this formula, charge and spin = 46.66 kcal per mole
HOMO-LUMO gap = 11.03 eV
HOMO = -10.04 eV

```
17
Properties=species:S:1:pos:R:3:mulliken_charge:R:1
H -0.26 2.40 -0.10 0.2792
H -0.07 -0.97 2.38 0.1967
C -0.01 -2.72 0.92 -0.9972
H -1.14 0.96 -0.77 0.3185
C 0.54 -1.48 1.59 -0.2779
H -0.11 -2.55 -0.15 0.3213
H 0.67 1.36 -0.98 0.0899
C -0.56 2.63 -2.16 -0.9747
O 0.34 -0.36 0.75 -0.4468
H 1.71 -1.31 1.98 0.2544
H 0.70 -3.44 0.95 0.3773
H -1.39 3.30 -1.89 0.2808
H -0.82 -3.03 1.49 0.2846
C -0.35 1.76 -0.93 -0.5615
H 0.89 -0.38 -0.03 0.2691
H 0.28 3.24 -2.31 0.3072
H -0.94 2.14 -3.11 0.2792
```

=====

Number 1: strongest force on any atom 0.61 eV Å⁻¹. Number 2: strongest force on any atom 0.98 eV Å⁻¹. Number 3: strongest force on any atom 3.90 eV Å⁻¹. Number 4: strongest force on any atom 5.98 eV Å⁻¹. Number 5: strongest force on any atom 2.86 eV Å⁻¹. Number 6: strongest force on any atom 9.40 eV Å⁻¹. Number 7: strongest force on any atom 4.22 eV Å⁻¹. Number 8: strongest force on any atom 2.43 eV Å⁻¹. Number 9: strongest force on any atom 2.43 eV Å⁻¹. Number 10: strongest force on any atom 3.23 eV Å⁻¹. Number 11: strongest force on any atom 4.39 eV Å⁻¹.